Entry from OMol25: 2 unconnected molecules or ions with the total composition C4H12NO2 at a distorted geometry (wB97M-V/def2-TZVPD).

```
19
Properties=species:S:1:pos:R:3
C -0.692 -0.565 0.299
N 0.689 -0.804 -0.214
C 0.742 -0.235 -1.638
O 1.061 1.064 -1.641
C -0.863 0.166 1.639
C -1.653 -0.632 2.716
H -1.298 -0.051 -0.445
H -1.141 -1.584 0.335
H 1.306 -0.153 0.267
H 1.425 -0.855 -2.267
H -0.235 -0.542 -2.093
H -1.350 1.138 1.518
H 0.177 0.302 1.958
H -1.458 0.012 3.602
H -2.720 -0.575 2.512
H -1.308 -1.630 3.003
H 3.123 2.050 -3.145
H 1.774 1.269 -2.790
O 2.421 1.625 -3.615
```

Values from the calculation:
Net charge: -1
Energy above the lowest of the compared OMol25 structures with the same formula, charge and spin in eV: 0.820
HOMO-LUMO gap in eV: 7.3

These are the natural (NBO) partial charges, in e, on atoms 1 to 8: atom 1 (C): -0.228, atom 2 (N): -0.677, atom 3 (C): 0.134, atom 4 (O): -0.892, atom 5 (C): -0.405, atom 6 (C): -0.608, atom 7 (H): 0.180, atom 8 (H): 0.157